# 1
{
  "formula": "CH5BrSi",
  "method": "wB97M-V/def2-TZVPD",
  "charge": 0,
  "smiles": "C[SiH2]Br",
  "fmax_ev_per_a": 4.64,
  "relative_energy_kj_mol": 57.8,
  "e_homo_ev": -10.427,
  "spin_multiplicity": 1,
  "elements": ["Br", "Si", "C", "H", "H", "H", "H", "H"],
  "positions_angstrom": [[-0.07036, 2.53860, 0.42975], [0.71598, 0.41469, 0.31584], [-0.65680, -0.69465, -0.19544], [1.65350, 0.54560, -0.97484], [-0.52908, -1.67213, 0.04272], [-0.58259, -0.52193, -1.30899], [-1.68474, -0.35729, -0.09107], [1.15408, -0.25289, 1.78202]]
}

# 2
{
  "formula": "C5H8O3",
  "method": "wB97M-V/def2-TZVPD",
  "charge": 0,
  "smiles": "CC(C)=C(O)C(=O)O",
  "fmax_ev_per_a": 3.39,
  "relative_energy_kj_mol": 314.7,
  "e_homo_ev": [-8.013, -8.013],
  "spin_multiplicity": 1,
  "elements": ["O", "O", "O", "C", "C", "C", "C", "C", "H", "H", "H", "H", "H", "H", "H", "H"],
  "positions_angstrom": [[-1.02734, -2.90425, -0.70821], [-0.24997, -1.61445, 1.12625], [-1.59667, -0.07281, -1.63545], [1.64191, 0.25152, 0.14851], [-0.41260, 1.70109, 0.35533], [0.14364, 0.34259, 0.02860], [-0.60241, -0.52565, -0.78455], [-0.55136, -1.86880, -0.31510], [0.55817, -1.48087, 1.64633], [-0.28245, 2.35151, -0.51608], [2.00719, -0.75706, -0.04960], [-2.32001, -0.72224, -1.63594], [-1.48288, 1.65458, 0.56491], [0.10636, 2.16507, 1.19664], [1.98124, 0.53171, 1.14928], [2.08718, 0.94808, -0.57092]]
}

# 3
{
  "formula": "HO2S2",
  "method": "wB97M-V/def2-TZVPD",
  "charge": -1,
  "fmax_ev_per_a": 3.04,
  "relative_energy_kj_mol": 117.2,
  "e_homo_ev": -4.197,
  "spin_multiplicity": 1,
  "elements": ["S", "S", "O", "O", "H"],
  "positions_angstrom": [[-1.25699, -0.56939, -0.48202], [-0.73897, -1.71211, -1.98187], [-1.73793, -1.37347, 0.59412], [-2.11581, 0.50685, -0.83791], [0.12163, 0.58143, 0.14980]]
}